A cluster of 15 separate species, C60H165N15O15 in total in a non-equilibrium geometry. Source: OMol25; level of theory: the ωB97M-V functional and the def2-TZVPD basis.

The geometry in XYZ format:
```
255
Properties=species:S:1:pos:R:3:forces:R:3
C 37.5522 14.1270 -6.2121 -0.016 -0.245 -0.459
C 38.5273 12.9577 -6.4098 0.098 -1.008 -1.019
C 37.9681 11.5277 -6.1494 -0.224 0.129 0.530
O 39.0513 10.6613 -5.8224 0.418 2.293 -0.890
C 38.7741 9.3234 -5.6761 0.149 -0.274 0.224
N 38.9934 13.0277 -7.8289 -0.014 -0.034 0.150
H 37.9896 15.0616 -6.5633 0.340 -0.120 0.125
H 37.1504 14.3054 -5.2147 0.163 -0.391 0.071
H 36.7228 13.9692 -6.9014 -0.329 -0.082 0.104
H 39.4235 13.0132 -5.7918 -0.080 0.313 0.138
H 37.4147 11.1211 -6.9959 0.174 0.120 -0.643
H 37.1912 11.5263 -5.3848 0.127 0.051 0.778
H 38.2119 9.2570 -4.7447 -0.219 -0.964 0.014
H 39.7496 8.8388 -5.6350 -0.125 -0.213 0.444
H 38.2757 8.8853 -6.5409 -0.511 0.015 -0.019
H 39.5865 12.2404 -8.0494 0.775 -0.108 0.545
H 38.2250 12.7620 -8.4281 -0.730 0.517 -0.092
C 21.2581 10.4629 -0.9368 -0.303 -0.578 -0.455
C 19.8174 10.8124 -1.3198 0.105 -0.890 0.047
C 18.8326 9.5722 -1.4026 1.065 0.912 -1.037
O 17.5843 10.0554 -1.8643 -0.442 -0.126 0.782
C 16.7857 9.0943 -2.5622 1.572 0.625 -0.722
N 19.3824 11.8062 -0.3997 -0.765 0.402 0.473
H 21.9568 11.2688 -1.1615 -0.112 -0.130 -0.624
H 21.4617 9.5220 -1.4479 0.797 0.087 -0.039
H 21.4477 10.3242 0.1276 -0.639 -0.293 0.212
H 19.7807 11.2783 -2.3046 0.189 -0.233 -0.270
H 18.7643 9.0015 -0.4765 -0.156 0.124 0.343
H 19.2448 8.9092 -2.1633 0.148 -0.327 -0.156
H 17.2787 8.9787 -3.5274 -0.189 -0.040 -0.532
H 15.8076 9.5419 -2.7383 -0.030 -0.449 0.417
H 16.8566 8.0839 -2.1593 -0.675 0.133 0.665
H 18.4093 11.9565 -0.6249 -0.384 0.439 0.293
H 19.4001 11.3287 0.4901 -0.176 0.343 0.591
C 33.5463 23.0109 -11.1840 -1.339 -0.995 0.302
C 34.6703 22.6089 -10.2638 -0.561 2.185 1.860
C 35.7727 23.6782 -10.4411 0.563 -1.311 -0.974
O 36.2089 23.6891 -11.8276 0.824 0.107 0.928
C 37.0898 22.5881 -12.0893 -0.767 0.115 -0.209
N 34.1320 22.7423 -8.8384 0.291 -0.511 -1.105
H 33.8249 23.0718 -12.2361 -0.015 0.290 0.226
H 33.0240 23.8810 -10.7864 0.580 0.677 -0.359
H 32.7254 22.3039 -11.0642 0.096 -0.552 -0.332
H 34.9844 21.5765 -10.4173 0.239 0.200 0.012
H 36.5880 23.4641 -9.7501 0.511 -0.239 -0.146
H 35.4754 24.6847 -10.1467 -0.605 -0.032 -0.448
H 36.4905 21.6856 -12.2090 0.077 -0.351 0.378
H 37.8296 22.4851 -11.2954 0.041 -0.126 0.014
H 37.5916 22.6799 -13.0525 -0.006 0.633 0.081
H 33.9421 23.7192 -8.6661 -0.248 0.256 -0.146
H 34.8214 22.5138 -8.1365 0.315 -0.349 -0.077
C 33.5719 16.3916 6.2540 0.252 -0.618 -1.710
C 34.9333 15.7419 5.8896 0.263 0.847 0.358
C 35.2609 15.4376 4.3586 -1.193 1.061 1.329
O 34.3257 14.5015 3.8947 0.208 -0.134 -0.109
C 34.6259 13.9380 2.6364 -0.838 -0.536 0.022
N 35.9371 16.5716 6.5382 1.063 -0.247 -0.296
H 32.8772 15.7635 5.6963 -0.766 0.176 0.581
H 33.4653 17.4019 5.8591 0.327 0.085 -0.468
H 33.3616 16.5481 7.3120 0.223 -0.863 0.025
H 35.0349 14.7888 6.4085 -0.400 -0.263 -0.133
H 36.3029 15.1401 4.2406 0.169 -0.525 0.262
H 35.1692 16.3497 3.7690 -0.085 0.429 -0.084
H 34.9516 14.6431 1.8717 0.302 0.269 0.202
H 33.6893 13.5178 2.2699 -0.061 -0.014 -0.019
H 35.3062 13.0923 2.7367 0.430 0.140 -0.044
H 35.9156 17.5515 6.2948 -0.424 0.140 -0.228
H 36.8310 16.2420 6.2029 0.523 0.068 0.315
C 40.1512 22.7657 -2.8595 1.106 0.763 0.702
C 39.1024 23.0952 -1.7793 1.703 -1.822 -0.472
C 39.4860 24.3692 -1.0327 1.216 1.339 0.718
O 40.7238 24.2296 -0.2780 0.571 -2.812 -1.286
C 41.1596 25.2063 0.6261 -2.287 0.744 -0.581
N 37.8393 23.1393 -2.4829 -1.284 1.042 0.863
H 40.1401 23.5961 -3.5655 -0.092 -0.199 -0.336
H 40.1193 21.8029 -3.3694 -0.787 0.057 0.054
H 41.1478 22.7716 -2.4182 0.101 0.113 0.202
H 39.1288 22.2823 -1.0535 -0.018 -0.107 0.355
H 38.7497 24.7346 -0.3168 -0.585 -0.214 -0.047
H 39.6592 25.1663 -1.7557 -0.205 0.235 -0.255
H 41.4030 26.0918 0.0389 0.185 0.448 0.418
H 41.9583 24.9592 1.3255 0.134 -0.742 -0.646
H 40.2567 25.3483 1.2199 0.117 0.993 0.648
H 37.4425 22.2211 -2.6226 0.616 -0.502 -0.392
H 37.1715 23.4735 -1.8030 -0.500 0.665 0.053
C 37.3111 33.5954 -2.9792 -1.289 -0.214 -1.579
C 36.5706 32.6793 -1.9824 2.475 0.190 0.305
C 37.2594 31.2843 -1.9903 -1.046 0.562 0.827
O 36.6011 30.4495 -1.0071 0.540 1.159 0.187
C 35.3709 29.9250 -1.4555 0.760 -1.353 -0.263
N 36.9055 33.3431 -0.7150 -0.254 -0.388 0.359
H 37.3020 33.1331 -3.9663 0.170 -0.101 -0.188
H 38.3361 33.8980 -2.7653 -0.068 -0.595 0.602
H 36.7791 34.5314 -3.1496 -0.236 0.121 0.251
H 35.4996 32.5284 -2.1173 -0.057 0.424 -0.522
H 38.2989 31.4807 -1.7277 -0.058 -0.385 0.548
H 37.2877 30.7713 -2.9517 -0.421 0.100 -0.315
H 34.9235 29.3234 -0.6643 0.140 0.256 0.263
H 35.6896 29.2049 -2.2091 -0.729 -0.142 -0.606
H 34.5989 30.5933 -1.8372 0.300 0.426 -0.041
H 36.4431 32.9545 0.0945 -0.132 -0.108 0.001
H 36.6781 34.3244 -0.7885 -0.096 0.043 0.171
C 31.2682 20.4753 -0.3238 0.384 -0.516 -0.100
C 31.5109 18.9986 -0.6162 -0.605 -0.900 -0.380
C 30.2422 18.1190 -0.2934 0.847 0.054 -0.436
O 30.5257 16.7288 -0.5791 -0.042 0.796 0.586
C 29.3943 15.9080 -0.4155 -0.614 -0.233 -0.322
N 31.9601 18.7651 -1.9907 0.206 0.236 0.552
H 30.6063 20.9220 -1.0657 -0.497 -0.124 0.275
H 32.1814 21.0619 -0.4239 0.196 -0.243 0.180
H 30.9126 20.5334 0.7049 -0.281 0.489 -0.131
H 32.3373 18.6069 -0.0231 -0.069 0.153 0.440
H 29.4203 18.4567 -0.9248 -0.192 0.041 -0.292
H 29.9082 18.2579 0.7348 0.138 -0.182 0.313
H 28.5970 16.1937 -1.1017 -0.109 0.186 -0.260
H 28.9312 15.9116 0.5713 0.321 0.349 0.424
H 29.6138 14.8621 -0.6296 0.508 0.151 -0.097
H 32.1387 17.7714 -2.0169 -0.029 -0.156 -0.581
H 31.2262 18.9891 -2.6474 -0.162 -0.100 -0.178
C 21.4987 17.1607 8.7063 -0.432 0.689 -0.223
C 22.1442 17.4906 7.3499 0.895 -0.298 1.278
C 23.4287 18.4244 7.5221 -1.863 -1.523 0.981
O 24.0580 18.5608 6.2824 1.150 1.445 0.166
C 25.0631 19.6013 6.3026 0.337 -0.210 -0.461
N 22.6065 16.2002 6.8288 0.223 0.806 -0.802
H 20.5649 16.6021 8.6429 -0.190 0.241 -0.584
H 21.2843 18.0876 9.2382 0.069 -0.134 0.398
H 22.0975 16.4640 9.2929 0.551 0.462 0.139
H 21.4500 17.9480 6.6449 -0.066 0.004 0.045
H 24.0335 17.8567 8.2293 0.572 -0.104 0.081
H 23.1810 19.3357 8.0664 -0.088 0.591 -0.537
H 25.9284 19.4907 6.9561 -0.358 -0.804 0.883
H 24.6585 20.5839 6.5454 -0.387 -0.030 -0.217
H 25.6034 19.6260 5.3562 -0.768 0.006 -0.457
H 23.0734 15.7238 7.5872 0.002 -0.242 0.248
H 23.3738 16.5505 6.2732 0.360 -0.903 -0.941
C 28.2892 17.1546 -7.0253 0.097 -0.826 -1.115
C 27.4172 18.3525 -7.2376 -2.349 -0.802 0.446
C 25.9825 18.1181 -6.6360 0.799 0.740 0.437
O 25.3545 17.0524 -7.2195 -0.893 -1.959 -1.363
C 24.0113 16.8090 -6.7500 1.653 0.613 0.210
N 28.0272 19.4380 -6.5508 0.268 1.311 0.157
H 28.0479 16.3905 -7.7641 -0.240 -0.302 0.280
H 28.1917 16.7621 -6.0131 0.058 0.039 -0.050
H 29.3319 17.3838 -7.2455 0.130 0.207 0.271
H 27.1957 18.6212 -8.2705 0.444 -0.487 -0.523
H 25.3264 18.9763 -6.7819 0.220 0.754 0.027
H 26.0806 17.9669 -5.5610 0.149 0.019 0.425
H 23.4405 17.7294 -6.8728 -0.337 -0.033 0.018
H 24.1320 16.5785 -5.6916 -0.576 -0.133 0.206
H 23.5646 15.9754 -7.2919 0.242 0.160 -0.032
H 27.5258 20.2669 -6.8364 -0.143 0.512 0.351
H 28.9196 19.5511 -7.0102 0.490 0.188 0.276
C 20.4059 19.3045 0.0811 -0.552 2.510 -0.064
C 21.6775 19.6123 -0.7302 -0.009 -1.021 -0.074
C 22.3988 20.9269 -0.5257 -0.783 0.094 0.751
O 21.5154 21.9673 -0.9508 1.534 0.937 0.376
C 21.9901 23.2844 -0.5157 -0.827 -1.414 0.342
N 22.5740 18.4918 -0.5115 1.051 -0.385 -0.518
H 19.8830 18.3892 -0.1960 0.272 0.062 -0.057
H 19.7358 20.1595 -0.0089 -0.595 -0.074 -0.686
H 20.5197 19.3945 1.1614 0.803 -0.750 0.176
H 21.5122 19.6688 -1.8061 -0.728 -0.490 -0.119
H 23.3517 20.9590 -1.0539 -0.031 -0.159 -0.352
H 22.6504 20.9896 0.5331 -0.047 0.520 0.475
H 21.2632 23.9818 -0.9320 0.253 0.108 0.291
H 23.0178 23.5743 -0.7348 0.101 -0.403 -0.921
H 22.0097 23.2458 0.5735 -0.525 0.405 0.248
H 22.0284 17.6461 -0.5956 0.122 -0.185 -0.103
H 22.9560 18.4655 0.4231 -0.034 0.234 0.235
C 35.2627 24.0183 10.3503 -0.177 -0.415 -0.966
C 35.2187 22.8053 9.3547 1.115 -0.383 0.266
C 35.9088 23.1479 8.0238 -0.432 0.188 -1.606
O 35.7777 22.1332 6.9914 -1.129 -0.360 1.235
C 36.4567 22.3270 5.7521 0.162 0.359 2.004
N 35.8489 21.6868 10.0640 0.495 -0.174 0.085
H 34.9687 23.6983 11.3500 -0.272 -0.019 -0.195
H 34.6703 24.8646 10.0026 -0.281 -0.142 0.092
H 36.2699 24.4226 10.4513 0.284 -0.258 -0.168
H 34.2240 22.4284 9.1168 -0.298 0.575 0.066
H 36.9659 23.3980 8.1130 0.256 -0.015 0.453
H 35.4021 24.0220 7.6148 0.008 0.480 0.029
H 37.5003 22.2551 6.0582 0.489 -0.185 -0.923
H 36.2897 23.3300 5.3593 -0.224 0.013 -0.312
H 36.1079 21.5292 5.0962 0.281 0.233 -0.055
H 36.0718 20.9199 9.4457 -0.484 -0.239 -0.405
H 36.7751 21.9660 10.3544 0.206 0.330 0.394
C 23.7339 6.4241 -7.3319 -0.496 0.737 0.617
C 22.9027 7.5255 -6.5899 1.197 -0.503 -1.632
C 23.2556 8.9622 -7.0297 1.941 0.683 0.544
O 24.7047 9.1548 -6.9325 -0.524 -0.884 0.404
C 25.1863 10.4651 -6.7620 -0.677 0.152 -0.533
N 21.4889 7.2875 -6.7703 -0.124 -0.234 0.304
H 24.7845 6.6973 -7.2335 -0.025 -0.132 -0.224
H 23.4588 6.2766 -8.3763 0.014 0.175 -0.073
H 23.5563 5.4969 -6.7871 0.047 -0.110 -0.164
H 23.2391 7.3120 -5.5753 -0.448 0.809 0.397
H 22.7288 9.6812 -6.4024 0.055 0.081 0.642
H 22.9797 9.3135 -8.0240 -0.309 -0.861 -0.514
H 24.9842 11.0462 -7.6617 -0.248 0.350 -0.110
H 26.2715 10.4941 -6.6646 -0.078 -0.508 0.284
H 24.7056 10.9376 -5.9053 0.089 0.204 0.146
H 20.9635 8.0915 -6.4577 -0.254 0.037 0.042
H 21.3065 7.1612 -7.7556 -0.165 0.013 -0.121
C 26.1928 12.2227 11.3263 0.363 -0.156 -0.453
C 27.5999 11.7805 10.8511 -1.528 0.353 -0.569
C 28.0577 12.5017 9.5134 -0.467 -1.265 1.935
O 27.2308 12.1698 8.4229 0.813 -0.248 -0.506
C 27.8664 12.6438 7.2325 -1.021 0.692 -0.286
N 28.5533 11.9960 11.9038 1.387 0.513 0.321
H 25.4656 11.9519 10.5608 -0.115 0.098 0.090
H 26.1389 13.2943 11.5185 0.256 0.176 -0.369
H 25.8806 11.8013 12.2818 0.207 -0.512 -0.063
H 27.6533 10.7079 10.6646 -0.829 -0.203 -0.675
H 29.0408 12.0486 9.3861 0.482 0.478 -0.440
H 28.0967 13.5820 9.6527 0.227 0.135 0.089
H 27.3408 12.3058 6.3394 -0.124 -0.494 0.279
H 28.9277 12.4233 7.1173 0.050 -0.337 0.408
H 27.7401 13.7258 7.1944 0.288 0.327 0.095
H 29.3983 11.5430 11.5862 0.682 0.328 -0.125
H 28.3554 11.4112 12.7033 -0.673 0.125 0.268
C 32.3859 7.2901 -2.8482 -0.096 1.393 1.002
C 33.0181 5.9892 -3.0339 0.547 -1.401 0.370
C 33.4455 5.2465 -1.7532 0.158 0.020 0.147
O 34.3095 4.1706 -2.0969 0.006 0.728 -0.259
C 34.8286 3.4558 -1.0139 0.455 -0.562 0.089
N 32.0574 5.1579 -3.7354 0.763 -0.763 -1.013
H 32.0793 7.7157 -3.8038 -0.136 -0.139 0.123
H 33.0928 7.9743 -2.3790 -0.183 0.258 0.183
H 31.5318 7.1284 -2.1906 -0.285 0.504 -0.013
H 33.9278 6.1291 -3.6179 -0.012 -0.333 -0.358
H 32.5631 4.8076 -1.2875 -0.395 0.133 0.227
H 33.9223 5.8807 -1.0058 0.236 0.282 0.028
H 35.6162 2.8309 -1.4349 -0.198 -0.274 0.085
H 34.0858 2.8504 -0.4945 -0.290 -0.249 -0.192
H 35.3148 4.0204 -0.2184 -0.019 0.785 -0.139
H 32.6026 4.3305 -3.9312 -0.272 -0.568 -0.503
H 31.3530 4.8284 -3.0909 -0.280 0.188 0.223
C 29.4369 27.0827 4.4016 0.310 0.549 -1.255
C 28.1256 27.8660 4.0555 1.093 -0.420 -0.141
C 27.4167 27.3911 2.7738 1.286 0.602 -0.259
O 28.2885 27.6756 1.6602 -0.040 -0.378 -0.026
C 28.0244 28.8904 0.9665 0.227 0.026 0.904
N 27.3382 27.5880 5.2083 -1.673 0.086 1.228
H 30.3231 27.3258 3.8154 -0.185 0.449 -0.354
H 29.3320 26.0120 4.2266 -0.405 -0.042 0.474
H 29.7226 27.3219 5.4260 -0.208 -0.319 0.098
H 28.3299 28.9354 4.0018 0.298 0.219 -0.459
H 26.4577 27.8480 2.5296 -0.229 0.222 0.616
H 27.2556 26.3213 2.9071 0.138 -0.159 -0.488
H 28.9348 29.2351 0.4761 -0.056 -0.608 -0.477
H 27.8527 29.7225 1.6492 -0.479 0.005 0.379
H 27.1698 28.7862 0.2979 0.090 0.056 -0.216
H 26.4461 28.0605 5.1783 -0.444 -0.034 -0.296
H 27.7705 28.0330 6.0052 0.276 -0.256 0.271
```
Forces are in eV/Å.

Output
gap between HOMO and LUMO: 0.3455 hartree
net charge: 0
largest force on an atom: 3.14 eV/A
M: 1337.07 g mol⁻¹
DFT total energy: -117945.1330 eV
relative energy (zero: lowest compared OMol25 entry of this formula, charge and spin): 206.98 kcal per mole